A molecular structure, C29H61N2O26S2, computed with ωB97M-V with the def2-TZVPD basis set.

Atoms and positions in Å:
O  -9.8449  5.0050  2.4107
H  -11.6480  3.5515  1.1502
H  -1.3365  -3.1930  0.4865
H  -4.5618  -0.7779  2.6143
O  8.5864  5.9266  2.5069
H  -4.4714  2.4125  0.6513
H  2.7659  0.3933  1.7483
O  0.1934  2.6536  -0.4644
H  8.7719  -3.9045  -1.0917
H  -3.4264  -1.4553  1.4487
H  -1.8660  -6.1801  -9.9936
H  1.0760  3.3500  1.2301
O  6.8839  4.6174  1.8051
C  -3.8163  -0.5190  1.8556
H  5.4472  -3.3828  3.5548
S  2.3867  0.1900  4.0409
H  4.6660  -1.9974  -0.8120
O  -6.4081  1.7344  0.7706
H  -11.6142  5.1928  0.4698
C  7.3553  -3.7136  1.7763
H  -4.9387  1.7723  2.2246
H  -1.7993  -4.7877  -5.3823
H  10.4792  5.4553  1.9957
C  -1.2665  -3.9151  -5.7513
O  -10.9818  5.7554  4.2110
H  -1.8350  0.1512  -2.5160
H  2.8781  -3.4766  -6.0661
O  -0.6187  1.5834  3.8932
H  -9.9701  6.3837  5.8403
H  -0.2859  -5.4123  -10.2612
H  4.6967  6.9314  3.6760
O  -1.6026  -3.6559  -7.1229
C  2.9591  -4.3587  -5.4326
H  -3.8848  -2.6965  -3.9216
O  -1.6575  -4.2730  -9.1917
H  3.8481  -0.9903  -2.0356
O  -0.7942  1.9346  -2.2512
C  -1.3590  -5.2394  -10.2010
O  2.2873  1.5109  4.6259
H  -0.1943  -4.0628  -5.6451
H  1.9690  -4.6512  -5.0882
H  -7.9434  3.0530  0.7187
O  -12.1004  5.0777  2.4892
H  -9.1745  5.0500  4.9641
H  -4.2104  -4.3946  -4.3564
H  4.9792  5.1760  3.5408
N  1.0230  -0.2871  3.3337
O  -0.5570  -0.4027  5.3380
H  7.8742  -2.4947  -0.4731
C  -1.5275  -0.6424  2.9188
H  6.9713  -3.8166  4.3587
H  0.3065  1.7622  1.4233
C  6.1715  -4.1785  3.7160
H  -1.8951  -1.5373  3.4219
C  -5.0441  1.6144  1.1431
C  7.3029  5.5710  2.4054
C  5.1627  6.1480  3.0869
C  9.4868  5.0478  1.8274
H  4.0157  -0.6122  2.4824
O  0.2081  0.4347  -0.9006
H  -1.5698  -3.0349  -5.1945
C  3.4503  0.3112  2.5928
O  -1.2342  -3.9596  -1.4515
C  -0.0975  1.5688  -1.1667
O  -2.7783  -4.1698  -2.9519
C  -10.8733  5.2554  2.9812
H  5.0839  1.4507  1.8248
N  5.0974  1.6627  3.8896
H  -0.3230  0.2921  -3.4404
H  5.6867  -5.0360  4.1716
C  -4.5251  0.2396  0.7337
H  -2.2964  1.0374  1.8388
H  1.8494  1.8965  0.5506
H  -0.9891  -0.9524  2.0220
H  -0.3838  -2.2229  -0.6625
H  9.2662  5.0220  0.7618
O  4.2159  -2.9871  -2.5094
S  -0.3529  0.1626  4.0218
H  9.4199  4.0408  2.2352
H  -6.3350  3.8017  0.6324
O  7.5424  -2.5747  2.1147
H  0.2457  -3.7856  -0.0783
H  2.9158  -2.1711  -1.0901
H  -3.0517  0.7937  3.4060
H  -1.7227  -4.8150  -11.1320
C  -3.9974  -3.7102  -3.5397
H  3.4167  -5.1735  -5.9852
O  -2.8872  -2.4206  -1.5296
H  3.7401  2.4229  2.4189
C  3.3639  -3.1199  -3.5186
H  -4.8063  -3.7335  -2.8117
C  4.3519  1.5414  2.6312
C  -1.2759  -4.6310  -7.9622
O  6.7059  -4.6437  2.4669
H  -6.9229  3.1712  2.1811
O  6.5669  6.4464  3.0853
O  3.8086  -4.0993  -4.3139
H  4.6553  2.3351  4.5016
H  9.3934  -2.9865  0.3057
H  -3.8652  0.3120  -0.1338
C  -12.1234  4.5303  1.1671
C  -2.3479  -3.4184  -1.9294
H  -1.7422  1.2702  -3.9030
O  -0.7269  -5.6638  -7.6756
C  -1.1935  0.8343  -3.0725
C  -2.6788  0.2767  2.5226
H  -9.1283  6.6976  4.2995
O  7.7784  -4.2556  0.6283
O  2.9710  -0.8328  4.8792
C  -0.6471  -3.2340  -0.3545
C  3.8769  -1.9671  -1.5572
C  8.4992  -3.3439  -0.2023
O  2.3635  -2.4747  -3.6979
H  -13.1730  4.4425  0.9034
C  -6.9251  3.0012  1.0982
C  0.9014  2.3871  0.7616
H  -5.3916  -0.3431  0.4101
H  4.7709  6.1547  2.0718
H  6.0357  1.9884  3.6966
C  -9.7257  5.9825  4.8616

Energy above the lowest of the compared OMol25 structures with the same formula, charge and spin = 0.0 kcal/mol
2S+1 = 1
HOMO level = -5.358 eV
Orbital gap = 7.2 eV
Total charge = -1
LUMO level = 1.845 eV

5 unconnected molecules or ions with the total composition C29H61N3O6 at a distorted geometry, computed with ωB97M-V with the def2-TZVPD basis set.

Atoms and positions in Å:
H  4.8101  4.5185  0.1482
O  -2.7428  2.5947  0.5222
C  1.3497  0.3075  -3.0022
C  8.0910  5.7195  2.1677
C  -5.3098  -1.9197  2.6480
H  -1.1163  -0.1813  -0.5352
C  9.1587  5.7576  3.2474
O  6.8868  5.0854  2.5825
C  2.8919  2.7077  0.7974
H  8.4685  5.1433  1.3177
H  -2.9846  -9.6797  4.7809
H  0.4828  -1.2455  -1.5590
H  -5.6502  1.6923  -3.5219
C  -2.1437  -9.0348  2.8975
H  -4.6234  2.8562  -6.3250
C  -3.3294  1.8969  -4.8729
H  5.4207  3.6394  -1.3473
C  3.2696  3.0689  -0.7437
C  2.5930  -1.8027  -2.1226
H  9.3949  4.7449  3.5868
H  -4.1699  -4.8246  1.8803
C  -4.3986  1.8522  -5.9503
H  -7.1548  1.1615  -4.2439
H  2.4624  -1.9990  -3.2604
C  -1.0511  1.3544  -2.2780
H  3.6636  -1.3774  -1.9833
H  4.1588  5.0878  -1.4830
H  2.9096  3.7074  1.3822
H  6.6451  7.7623  3.2826
C  4.4763  4.1532  -0.9049
H  2.4890  -2.7608  -1.5007
H  1.0041  -8.6974  1.9261
H  -7.3625  3.2777  -5.5254
H  -5.8602  3.8762  -4.8259
C  -1.2342  0.9576  -0.7351
H  -0.1171  -9.3766  4.7078
H  0.8046  -0.2953  -3.8363
H  -4.0173  1.2832  -6.8032
H  -3.0196  -8.4372  2.6320
H  7.8769  6.7243  1.7886
H  -0.5318  1.4787  0.0018
H  6.8314  5.5809  4.5944
C  5.7901  7.1075  3.4588
H  -2.4218  2.3688  -5.2576
H  -3.4160  1.5130  -1.1736
H  -4.9711  -3.0694  0.8401
H  -1.7344  -10.7574  4.1646
H  8.8374  6.3280  4.1211
O  -5.5960  1.2044  -5.5353
C  6.2163  5.6676  3.6936
C  -6.7087  3.2130  -4.6497
N  2.7039  2.5227  -1.8159
C  1.0783  4.1968  -2.6677
N  0.8616  5.2733  -3.1928
H  -6.3853  -1.8251  2.4753
H  1.7625  -9.7765  3.1163
H  -3.3311  -10.7632  3.4128
H  -2.7331  -4.8802  0.8628
C  -3.0863  -4.6904  1.8806
H  10.0717  6.2190  2.8623
H  -3.1805  0.5084  0.4052
H  1.7976  2.3284  0.8911
C  -2.7493  1.3429  -0.2503
H  -5.1573  -2.7297  3.3630
C  0.8076  -9.3949  2.7456
O  -1.1869  -8.1329  3.4412
H  -7.2503  3.5887  -3.7772
H  3.6621  1.9739  1.2202
C  -2.6851  -3.2961  2.3299
H  -3.0828  0.8851  -4.5379
H  -2.6549  -5.4430  2.5461
H  2.8200  0.2523  -0.5556
H  2.3980  0.5327  -3.4503
C  0.0476  -8.7003  3.8624
H  -3.6551  2.4609  -3.9961
H  -1.6723  2.3184  -2.4546
H  5.2498  7.4911  4.3285
C  -6.2686  1.7763  -4.4212
H  -4.7773  -1.3384  0.6605
C  0.4573  1.6267  -2.7606
H  -3.2703  2.3736  1.3243
H  -2.9952  -3.1100  3.3635
O  -3.1709  -2.2637  1.4792
C  1.4787  -0.6777  -1.7431
C  1.2307  2.7787  -1.8729
H  -1.5938  -3.2213  2.3173
H  0.7415  2.9588  -0.8533
H  0.6555  -7.8740  4.2426
O  1.8746  -0.0495  -0.5001
H  -1.5446  0.5289  -2.9307
N  0.2592  2.7526  -5.3699
H  -1.7697  -9.4652  1.9636
C  -2.5713  -10.1226  3.8690
H  0.2484  -10.2361  2.3312
H  5.3239  5.0617  3.8705
C  -4.5839  -2.1749  1.3372
H  5.1392  7.1753  2.5812
C  0.3131  2.3035  -4.2411
H  -4.9450  -0.9985  3.1139

Energy above the lowest of the compared OMol25 structures with the same formula, charge and spin = 35.7 kcal/mol
2S+1 = 1
SMILES = CC(C)=N[C@@H](C#N)[C@](C#N)(CCCO)C[C@@H](C)O.CCOCC.CCOCC.CCOCC.CCOCC
HOMO level = -8.970 eV
Orbital gap = 9.0 eV
Total charge = 0
LUMO level = 0.044 eV

5 unconnected molecules or ions with the total composition C29H62F9N4O8 at a distorted geometry, computed with ωB97M-V with the def2-TZVPD basis set.

Atoms and positions in Å:
H  -2.4240  8.3384  5.3611
C  -6.3675  2.3406  -4.2003
H  -2.3696  1.7747  -4.0249
C  3.0684  -10.6920  -2.1345
H  6.5001  -9.5522  -3.2034
H  5.5219  -10.6693  -0.9213
C  6.4414  -9.1537  -4.2199
H  1.0355  -3.1535  -3.5055
C  -0.3312  4.3703  2.9453
C  2.0388  2.1867  2.2847
C  2.2249  -2.5236  -1.8072
H  -0.2497  7.4551  5.3528
H  5.8998  -12.2756  -1.5683
H  0.6303  -6.4209  -2.3937
C  -2.0115  10.2998  5.0704
H  0.1544  -5.2403  -3.6274
H  3.1096  -2.9096  -1.2821
C  1.3492  -1.7417  0.3456
H  -3.3364  7.3891  3.7870
C  -3.2097  1.4774  -0.7512
N  -1.6460  8.9644  5.5243
C  -2.7815  7.5019  2.8492
O  1.9030  -3.6254  1.8558
H  4.9299  -8.9374  -2.0203
C  3.0920  -9.3200  -2.7793
N  4.0526  -8.4436  -2.1204
H  -1.2603  11.0142  5.4230
N  -4.3740  2.0748  -1.4112
H  2.4652  -1.5288  -2.1939
H  3.0678  -4.6680  0.4697
C  -3.3731  10.7075  5.6008
H  2.2490  -11.2686  -2.5743
H  2.0956  -8.8728  -2.7107
H  -3.5461  11.7580  5.3443
C  -0.9244  3.4184  2.0384
C  -1.9556  1.2511  -1.5895
H  3.3671  -6.6362  -2.9154
H  -2.2513  0.1128  -4.6315
H  1.3064  -4.9841  0.4062
C  -0.5940  1.9037  2.2534
F  0.8868  0.2172  2.8121
F  -0.5814  1.2836  1.0315
H  -1.1912  0.8672  -0.9227
H  -3.2362  6.8272  2.1223
H  7.3859  -9.3846  -4.7149
F  2.9580  1.2077  2.1688
O  -5.2737  3.2168  -4.0227
C  0.5590  -5.3557  -2.6170
H  -6.2513  3.7986  -2.2654
H  0.4424  7.7896  3.0442
H  2.4661  -1.7154  2.1473
O  -4.4087  9.9575  4.9759
H  -4.0717  4.1031  -1.0182
H  -2.9501  2.0867  0.1183
C  4.3065  -7.1905  -2.8335
H  2.7770  -3.3991  -3.6715
O  4.2702  -11.4051  -2.4141
O  -2.1049  0.2639  -2.6095
H  0.7410  -3.3564  -0.7123
C  -4.1507  3.4368  -1.8815
H  0.6541  4.7086  2.6249
H  -3.2215  3.5169  -2.4603
H  4.5252  -12.0831  -0.4680
H  3.3436  -2.5064  0.8579
C  1.9394  -3.4542  -2.9685
C  4.9535  -7.2787  -4.2136
H  3.3328  -9.4575  -3.8419
H  -5.9209  8.6436  5.3114
H  4.9637  -6.5949  -2.1948
H  2.8835  -10.6200  -1.0589
F  2.6085  3.0659  3.0555
H  5.6341  -9.6471  -4.7672
H  -4.6287  1.4929  -2.1987
F  1.8504  2.6461  1.0848
O  1.8612  -4.8087  -2.5252
H  -6.3401  1.9792  -5.2284
H  -0.1210  -4.8953  -1.8944
O  6.2940  -7.7462  -4.2035
F  -2.3411  3.4767  2.2016
O  -1.4368  7.1106  3.0078
H  -0.3580  4.0408  3.9843
H  -4.4114  8.2339  6.1428
N  1.0748  -2.4243  -0.9199
C  -0.4647  8.4069  4.8622
C  -0.5456  8.1391  3.3601
F  -1.5514  1.3435  2.9884
H  4.3493  -7.8520  -4.9269
C  5.0885  -11.6090  -1.2775
H  -0.7460  9.0506  2.7782
H  1.6788  -0.7207  0.1319
C  2.1547  -4.7687  1.0627
C  0.7535  1.5675  2.9401
H  5.0020  -6.2606  -4.6092
H  0.3899  9.0642  5.0626
C  2.3460  -2.3940  1.3002
H  -7.3180  2.8609  -4.0420
H  2.2712  -5.6219  1.7332
H  -2.8773  8.5295  2.4798
H  -5.4356  9.5741  6.7395
F  0.7497  1.7719  4.2343
C  -5.2864  3.9032  -2.7703
C  -2.6455  0.7357  -3.8254
H  0.3944  -1.6560  0.8682
H  -1.5531  2.1812  -2.0066
H  -3.4139  10.6207  6.6909
H  -2.0514  10.3576  3.9749
H  -5.1406  4.9648  -2.9918
H  -6.3048  1.4792  -3.5277
H  -3.5305  0.5049  -0.3675
H  -3.7352  0.6317  -3.8370
F  -0.7199  3.7682  0.7373
C  -5.0673  9.0577  5.8466

2S+1 = 1
HOMO level = -2.344 eV
Orbital gap = 4.3 eV
Total charge = -1
LUMO level = 1.967 eV

4 unconnected molecules or ions with the total composition C29H65BrIN5O7 at a distorted geometry, computed with ωB97M-V with the def2-TZVPD basis set.

Atoms and positions in Å:
N  -3.7313  -2.8216  3.1461
H  -1.1198  1.5695  3.1985
C  4.8376  7.2527  3.2197
H  -1.2799  5.0946  -4.7459
O  3.4402  7.1625  2.9306
H  -1.6544  -7.0379  -3.4620
H  -3.8355  -0.6255  1.7252
H  0.4535  0.2985  1.8956
H  2.9226  3.2436  -1.2919
H  -5.7897  -3.1649  1.4328
N  -0.2727  -6.3072  -1.0284
H  1.8195  3.5204  1.6262
C  5.5393  3.5415  3.5737
H  5.2788  5.6113  1.9378
H  0.3446  -1.9736  1.2934
H  5.0261  7.6168  4.2336
O  -0.0988  -5.7574  -3.9834
H  -0.5837  -6.9692  -1.7306
H  0.4422  -3.9158  -3.3305
H  0.6521  -4.4304  -0.9816
H  6.6245  6.0731  2.9963
H  0.1786  5.2497  -5.7413
C  1.7119  -7.8154  -0.3813
C  2.5916  2.4300  -1.9462
C  1.3330  -8.6248  -2.6005
C  5.5412  5.9218  2.9536
C  -4.8889  -2.6129  0.9953
H  0.3029  5.1051  -3.9615
C  -6.8509  2.0715  0.6274
H  0.2806  -8.4393  -2.8229
C  -1.3617  -6.3434  -4.2555
H  2.0454  1.1641  -0.3223
H  1.4612  3.7198  -3.0175
H  2.6717  6.2146  4.6163
H  -6.0801  2.8593  0.3408
H  6.6323  3.4763  3.5522
H  2.4868  -7.1634  -0.7968
H  4.1576  4.9329  4.0666
C  -0.2409  4.7743  -4.8518
N  2.1994  3.0528  -3.2131
H  1.0201  1.3905  -3.8107
H  1.6336  -9.4970  -3.1845
H  -2.4224  1.2491  1.9272
H  1.5207  -5.6370  -1.9485
N  5.1631  4.9095  3.9390
H  -2.8490  -2.4414  3.5111
H  -1.4678  2.8912  -0.9917
H  -1.1445  -2.5007  -0.3478
O  -5.4428  -1.4057  4.2314
O  1.4918  -8.9400  -1.2269
C  -0.5437  2.7341  -1.5526
H  0.6707  -6.3689  0.8344
H  -0.3036  3.6796  -2.0420
H  2.8912  7.9848  4.7654
C  1.0295  2.8290  -5.3799
H  -1.2732  -6.9146  -5.1824
C  -6.2257  0.6068  0.2816
H  -1.1564  -4.4059  -2.7694
H  -0.2767  -7.7843  0.4104
Br  -4.9475  -2.7038  -0.9746
C  2.7703  3.8572  2.0453
H  5.2440  7.9959  2.5254
I  -4.3480  0.9878  -0.7622
C  -0.6088  0.0062  1.5668
C  1.7314  2.1096  -4.2280
H  5.2048  2.8995  4.3953
H  3.2297  4.5523  1.3375
H  5.2581  3.5433  1.3847
H  -7.0232  -0.8013  1.8703
H  -6.9222  0.0731  -0.4426
C  0.4370  -7.0548  0.0135
O  -0.2307  3.3603  -4.9625
H  -2.1539  -0.0317  3.1964
H  2.5443  4.3570  2.9890
C  0.5276  -5.2681  -1.6758
H  -4.0095  -4.4149  1.8584
H  2.5893  1.5544  -4.6205
H  -2.1360  -5.5846  -4.3893
C  4.9778  2.9597  2.2676
H  1.9491  -7.7765  -2.9092
O  3.5753  2.7130  2.2850
H  -0.8946  -2.0241  2.6453
C  -3.6574  -3.3229  1.7463
O  0.4775  2.3930  -0.6296
H  -2.3549  -4.2343  0.3811
C  -4.8315  -1.1936  1.7323
H  5.4428  1.9766  2.1313
C  1.5372  1.6155  -1.1822
H  -0.8189  0.3483  0.5014
H  1.6689  3.5921  -5.8328
H  -7.0715  2.2008  1.7333
C  -0.1398  -4.7647  -2.9557
C  -6.0795  -0.2038  1.6540
H  0.8053  2.0890  -6.1555
C  -4.7882  -1.7758  3.2516
C  -0.6880  -1.5871  1.6172
C  2.6204  7.1717  4.0881
H  2.1358  -8.2262  0.5419
H  1.5873  7.3195  3.7657
H  -7.8036  2.2799  0.0456
N  -2.3521  -3.4897  1.0833
H  -5.9606  0.5502  2.5013
C  -1.6086  0.7586  2.5754
H  3.4680  1.7987  -2.1265
H  1.1407  0.7766  -1.7637
H  -0.7202  1.9482  -2.2919
C  -1.7627  -2.2196  0.5831
H  -2.5127  -1.4432  0.2286

2S+1 = 1
SMILES = CCCCN[C@H]1NC(=O)[C@H](C[C@@H](C)I)[C@H]1Br.COCCNCCOC.COCCNCCOC.COCCNCCOC
HOMO level = -8.695 eV
Orbital gap = 9.0 eV
Total charge = 0
LUMO level = 0.341 eV